Here is a gas-phase ion, C52H50N5 (charge +1) in a non-equilibrium geometry from OMol25. Energies are from wB97M-V/def2-TZVPD.

CARTESIAN COORDINATES (ANGSTROEM)
C: -2.56 -1.86 4.25
C: -2.23 -2.23 2.80
C: -2.99 -3.48 2.39
N: -0.80 -2.65 2.64
N: -0.58 -3.85 3.20
N: 0.74 -3.96 3.28
C: 1.28 -5.34 3.52
C: 0.89 -6.23 2.37
C: 0.66 -5.83 4.80
C: 1.36 -2.82 2.84
C: 2.80 -2.68 3.10
C: 3.41 -2.79 4.38
C: 4.81 -2.77 4.51
C: 5.61 -2.69 3.37
C: 5.03 -2.63 2.09
C: 3.64 -2.61 1.97
C: 0.38 -1.98 2.32
C: 0.43 -0.59 1.78
H: -3.63 -1.58 4.34
H: -2.40 -2.72 4.91
H: -1.96 -1.01 4.60
H: -2.40 -1.37 2.13
H: -4.06 -3.37 2.54
H: -2.79 -3.70 1.34
H: -2.60 -4.32 3.00
H: 2.37 -5.22 3.60
H: 1.19 -7.25 2.61
H: -0.20 -6.21 2.22
H: 1.39 -5.93 1.44
H: 0.94 -6.87 4.94
H: 1.01 -5.25 5.66
H: -0.43 -5.74 4.73
H: 2.79 -2.87 5.27
H: 5.28 -2.84 5.50
H: 6.70 -2.66 3.45
H: 5.65 -2.62 1.19
H: 3.15 -2.59 1.00
H: 1.25 -0.05 2.32
H: -0.60 -0.18 1.59
C: -6.11 -3.36 -2.63
C: -5.09 -4.28 -2.33
C: -3.76 -4.00 -2.67
C: -3.46 -2.79 -3.31
N: -2.09 -2.52 -3.64
C: -1.71 -2.63 -5.01
C: -1.98 -1.60 -5.91
C: -1.63 -1.76 -7.25
C: -1.07 -2.96 -7.69
C: -0.80 -3.99 -6.78
C: -1.14 -3.84 -5.43
C: -1.33 -1.74 -2.72
C: -0.41 -2.42 -1.90
C: 0.23 -1.71 -0.90
C: -0.01 -0.35 -0.71
C: 0.86 0.29 0.34
C: 0.93 1.84 0.25
C: 1.23 2.63 1.36
C: 1.42 4.02 1.27
C: 1.37 4.65 0.00
N: 1.47 6.05 -0.05
C: 1.64 6.83 -1.24
C: 0.57 7.57 -1.76
C: 0.76 8.38 -2.88
C: 2.03 8.58 -3.42
C: 3.12 7.91 -2.84
C: 2.94 7.05 -1.75
C: 1.15 6.81 1.12
C: 2.17 7.48 1.83
C: 1.85 8.15 3.03
C: 0.52 8.28 3.43
C: -0.50 7.69 2.67
C: -0.19 6.97 1.52
C: 1.17 3.87 -1.16
C: 1.00 2.49 -1.02
C: -0.98 0.29 -1.48
C: -1.57 -0.37 -2.55
C: -4.47 -1.89 -3.65
C: -5.79 -2.17 -3.29
H: -7.13 -3.56 -2.32
H: -5.33 -5.23 -1.84
H: -2.94 -4.70 -2.45
H: -2.45 -0.69 -5.54
H: -1.84 -0.96 -7.95
H: -0.80 -3.09 -8.74
H: -0.35 -4.94 -7.11
H: -0.97 -4.63 -4.69
H: -0.20 -3.48 -2.10
H: 1.00 -2.22 -0.32
H: 1.95 -0.07 0.25
H: 1.37 2.16 2.33
H: 1.63 4.61 2.16
H: -0.41 7.48 -1.29
H: -0.10 8.91 -3.31
H: 2.18 9.20 -4.30
H: 4.13 8.08 -3.21
H: 3.79 6.55 -1.27
H: 3.21 7.43 1.47
H: 2.66 8.61 3.61
H: 0.28 8.81 4.35
H: -1.54 7.81 2.95
H: -0.96 6.50 0.91
H: 1.17 4.34 -2.15
H: 0.94 1.89 -1.92
H: -1.22 1.34 -1.34
H: -2.17 0.16 -3.30
H: -4.19 -0.98 -4.19
H: -6.57 -1.46 -3.55

Results
Charge = +1
Total energy = -2284.97837 hartree



Here is 9 unconnected molecules or ions with the total composition C52H50N8O18 in a non-equilibrium geometry from OMol25. Energies are from wB97M-V/def2-TZVPD.

CARTESIAN COORDINATES (ANGSTROEM)
O: -11.15 -1.07 1.66
N: -10.38 -1.84 1.04
O: -9.33 -2.27 1.42
C: -10.79 -2.29 -0.34
C: -9.80 -2.68 -1.26
C: -10.26 -3.12 -2.49
C: -11.59 -3.00 -2.95
C: -12.56 -2.62 -1.98
C: -12.14 -2.26 -0.70
H: -8.77 -2.82 -0.94
H: -9.51 -3.44 -3.19
H: -11.82 -3.36 -3.94
H: -13.62 -2.60 -2.22
H: -12.91 -1.93 -0.01
O: 0.86 -10.37 1.67
N: 1.83 -10.96 1.22
O: 2.17 -12.08 1.54
C: 2.61 -10.23 0.17
C: 2.29 -8.91 -0.17
C: 3.04 -8.27 -1.21
C: 4.13 -8.87 -1.75
C: 4.46 -10.21 -1.48
C: 3.70 -10.83 -0.46
H: 1.45 -8.39 0.27
H: 2.75 -7.27 -1.51
H: 4.67 -8.21 -2.42
H: 5.33 -10.54 -2.03
H: 4.03 -11.82 -0.19
O: 10.75 1.17 -3.15
N: 11.20 1.36 -4.24
O: 12.37 1.69 -4.37
C: 10.42 1.11 -5.47
C: 11.00 1.31 -6.73
C: 10.25 1.18 -7.89
C: 8.91 0.75 -7.84
C: 8.37 0.40 -6.59
C: 9.12 0.56 -5.40
H: 12.02 1.66 -6.83
H: 10.72 1.55 -8.78
H: 8.31 0.69 -8.73
H: 7.32 0.24 -6.37
H: 8.74 0.29 -4.43
O: -7.32 -1.20 12.51
N: -7.32 -2.12 11.68
O: -8.32 -2.76 11.31
C: -5.97 -2.51 11.05
C: -5.96 -3.02 9.76
C: -4.73 -3.06 9.11
C: -3.52 -2.82 9.76
C: -3.57 -2.44 11.11
C: -4.75 -2.29 11.72
H: -6.89 -3.27 9.27
H: -4.73 -3.35 8.07
H: -2.56 -3.00 9.30
H: -2.67 -2.29 11.69
H: -4.75 -1.89 12.73
O: 1.69 5.65 -5.55
N: 0.96 5.25 -6.44
O: 1.35 4.92 -7.54
C: -0.54 5.33 -6.23
C: -1.08 5.31 -4.93
C: -2.47 5.36 -4.71
C: -3.24 5.38 -5.86
C: -2.75 5.42 -7.15
C: -1.34 5.36 -7.37
H: -0.49 5.25 -4.03
H: -2.87 5.29 -3.71
H: -4.29 5.56 -5.68
H: -3.44 5.67 -7.94
H: -0.98 5.47 -8.38
O: -1.73 6.46 5.55
N: -2.40 5.44 5.33
O: -2.44 4.95 4.22
C: -3.24 4.88 6.41
C: -4.32 4.01 6.16
C: -5.14 3.58 7.18
C: -4.91 4.04 8.48
C: -3.81 4.85 8.77
C: -2.96 5.25 7.71
H: -4.48 3.60 5.17
H: -5.89 2.81 7.10
H: -5.53 3.78 9.33
H: -3.52 5.12 9.77
H: -2.15 5.92 7.94
O: 0.17 -7.28 -7.79
N: -0.73 -6.87 -7.12
O: -1.50 -7.56 -6.47
C: -0.96 -5.39 -7.15
C: -1.65 -4.72 -6.12
C: -1.99 -3.37 -6.29
C: -1.55 -2.60 -7.39
C: -0.74 -3.25 -8.33
C: -0.39 -4.60 -8.21
H: -2.10 -5.25 -5.29
H: -2.55 -2.89 -5.50
H: -1.84 -1.57 -7.55
H: -0.27 -2.65 -9.10
H: 0.23 -5.01 -8.99
O: 7.35 9.87 5.80
N: 7.94 10.29 4.84
O: 8.71 11.19 4.88
C: 7.77 9.58 3.56
C: 6.62 8.77 3.42
C: 6.45 7.90 2.31
C: 7.56 7.70 1.46
C: 8.64 8.54 1.55
C: 8.76 9.44 2.62
H: 5.82 8.90 4.14
H: 5.50 7.39 2.28
H: 7.50 7.06 0.59
H: 9.43 8.37 0.83
H: 9.62 10.07 2.76
C: -0.43 -1.43 1.45
O: 0.54 -1.36 0.41
C: 0.85 -0.02 -0.04
C: 2.05 -0.12 -0.97
O: 3.12 -0.88 -0.38
C: 3.77 -0.35 0.73
H: -0.42 -0.52 2.05
H: -0.35 -2.29 2.11
H: -1.42 -1.58 1.02
H: 1.11 0.63 0.79
H: -0.02 0.41 -0.53
H: 2.52 0.86 -1.10
H: 1.80 -0.40 -2.00
H: 4.38 0.52 0.50
H: 4.50 -1.05 1.14
H: 3.08 -0.08 1.54

Results
SMILES string = O=[N+]([O-])c1ccccc1.O=[N+]([O-])c1ccccc1.O=[N+]([O-])c1ccccc1.O=[N+]([O-])c1ccccc1.O=[N+]([O-])c1ccccc1.O=[N+]([O-])c1ccccc1.O=[N+]([O-])c1ccccc1.O=[N+]([O-])c1ccccc1.COCCOC
Charge = 0
Energy relative to the best compared isomer or geometry (same formula, charge and spin) = 836.5 kJ/mol
Total energy = -3802.95698 hartree



HOMO-LUMO gap: 6.634, 9.173 (eV)